The following is a quantum chemistry calculation of C23H23N4O10ReS2 as an isolated structure, from OMol25.

Positions of all 63 atoms, in Å:
Re  0.146  -2.424  0.626
S  -0.686  2.235  -1.361
C  -2.384  1.987  -1.774
C  -3.241  3.041  -2.181
C  -4.549  2.787  -2.518
C  -5.016  1.480  -2.471
C  -4.159  0.510  -2.033
N  -2.887  0.730  -1.704
H  -2.831  4.035  -2.142
H  -5.190  3.625  -2.791
H  -6.070  1.269  -2.709
H  -4.563  -0.474  -1.919
C  5.326  3.940  -0.870
C  4.571  2.798  -0.335
C  5.304  1.846  0.423
C  4.664  0.792  1.000
C  3.269  0.669  0.879
C  2.550  1.570  0.162
C  3.205  2.608  -0.518
S  2.473  -0.558  1.870
O  1.211  0.025  2.290
O  3.414  -0.987  2.882
N  2.083  -1.802  0.844
C  3.085  -2.792  0.637
C  2.451  -4.099  0.253
O  3.029  -5.074  -0.154
O  1.101  -4.169  0.424
H  6.279  3.674  -1.289
H  5.553  4.600  -0.016
H  4.763  4.568  -1.572
H  6.360  1.967  0.516
H  5.226  0.114  1.618
H  1.473  1.485  0.090
H  2.590  3.252  -1.140
H  3.742  -2.943  1.469
H  3.780  -2.546  -0.235
O  1.495  -3.357  3.604
C  0.447  -2.783  3.528
O  -0.359  -2.765  2.467
H  0.007  -2.194  4.321
O  -0.760  -0.466  0.295
C  -1.914  -0.175  1.060
C  -1.992  1.025  1.721
C  -3.160  1.287  2.379
C  -4.185  0.359  2.490
C  -4.038  -0.871  1.914
C  -2.883  -1.179  1.168
C  -2.881  -2.459  0.414
O  -3.913  -2.905  -0.073
O  -1.707  -3.045  0.249
H  -0.623  0.288  -0.353
H  -1.165  1.691  1.747
H  -3.229  2.224  2.898
H  -5.079  0.640  3.057
H  -4.839  -1.583  1.968
N  -1.399  -2.326  -2.802
C  -0.324  -1.703  -2.360
N  0.072  -0.602  -3.064
O  0.381  -2.099  -1.385
H  -2.124  -1.732  -3.228
H  -1.811  -2.902  -2.082
H  -0.578  -0.183  -3.710
H  0.492  0.077  -2.475

Its net charge is -1. As for the expectation value of S²: 3.761. The calculation puts the energy above the lowest of the compared OMol25 structures with the same formula, charge and spin at 71.9 kJ/mol. The maximum force comes out at 2.53 eV Å⁻¹. The value obtained for the LUMO energy (spin up / spin down) is 2.5 / 2.4 eV. As for the multiplicity: 4.

Results of the Löwdin charge analysis, in e, for atoms 1 through 8: 1.77 0.54 -0.75 -0.12 -0.10 -0.11 -0.18 0.03